Record 1
DFT (ωB97M-V/def2-TZVPD) results for C42H31ClF6N8O9PS2Ta as an isolated structure at a distorted geometry.

Gap between HOMO and LUMO, eV: 6.828
Net charge: +2
E_LUMO, eV: -6.759
ΔE to the lowest compared entry with this formula, charge and spin, kJ/mol: 87.4

XYZ file:
```
101
Properties=species:S:1:pos:R:3:forces:R:3
Ta -0.658878 0.451099 -1.320119 0.5 -0.6 -1.8
O -2.268407 -2.754442 -3.492165 0.1 0.1 -0.1
C -1.932965 -1.635944 -3.203281 -0.1 0.0 0.0
N -1.534709 -1.263294 -1.915014 -0.4 -0.3 0.2
C -1.940064 -2.285131 -0.948615 0.1 -0.1 -0.1
C -2.236353 -1.612194 0.341395 0.1 0.3 -0.3
C -2.884940 -2.231580 1.387425 -0.1 -0.1 0.1
C -3.199424 -1.489451 2.513535 0.1 0.0 -0.1
C -2.816391 -0.157512 2.565765 0.0 0.0 0.1
C -2.126420 0.378818 1.508889 0.0 0.2 -0.2
N -1.860221 -0.321884 0.387073 0.1 -0.4 0.5
C -2.007913 -0.484415 -4.125557 0.2 0.0 0.0
C -2.611627 -0.620649 -5.356623 0.0 0.0 0.0
C -2.767718 0.510738 -6.141340 0.0 0.0 0.0
C -2.290534 1.711058 -5.648666 0.0 0.0 0.0
C -1.670855 1.743525 -4.412042 0.1 0.0 0.0
N -1.523862 0.664218 -3.634823 -0.3 0.0 0.1
H -1.171997 -3.055712 -0.834425 -0.1 0.0 -0.1
H -2.832649 -2.791113 -1.315461 0.0 -0.1 0.0
H -3.168182 -3.271820 1.291712 0.0 0.0 0.0
H -3.729822 -1.941527 3.340162 0.0 0.0 0.0
H -3.033581 0.460410 3.425169 0.0 0.0 0.0
H -1.801796 1.405767 1.526616 0.0 -0.1 0.0
H -2.964696 -1.598131 -5.654016 0.0 0.0 0.0
H -3.255711 0.458114 -7.105064 0.0 0.0 0.0
H -2.389010 2.631382 -6.207025 0.0 0.0 0.0
H -1.279498 2.683551 -4.064268 0.0 0.0 0.0
O 3.381610 3.894197 2.013561 0.1 0.1 -0.1
C 3.231388 3.238700 3.157100 0.0 -0.1 0.2
O 3.947865 3.441412 4.096192 0.0 -0.1 0.0
C 2.120109 2.235383 3.248177 0.1 0.0 0.0
C 1.724261 1.646699 4.436535 0.1 -0.1 -0.1
Cl 2.378861 1.793143 5.984410 0.0 0.0 0.0
N 0.706938 0.789576 4.154213 -0.1 0.1 0.0
N 0.442078 0.756315 2.845989 -0.1 0.0 0.1
C 1.277821 1.619037 2.290024 0.0 0.1 -0.1
C 1.162499 1.867468 0.839528 0.0 0.3 0.4
O 1.717862 2.767654 0.263577 0.0 -0.2 -0.2
O 0.298478 1.056222 0.202759 0.4 0.2 0.7
C -0.131202 0.050667 5.049815 -0.1 -0.2 0.0
C -0.582320 -1.196315 4.640876 0.1 0.0 0.0
C -1.402118 -1.934021 5.479438 0.0 0.0 0.0
C -1.784281 -1.421209 6.711454 0.0 0.0 0.0
C -1.356934 -0.157627 7.092445 0.0 0.0 0.0
C -0.531565 0.588502 6.264439 0.0 0.1 0.0
H 2.742802 3.619059 1.328451 0.0 -0.1 0.0
H -0.294880 -1.565757 3.664326 0.1 -0.1 0.1
H -1.737182 -2.917422 5.173634 0.0 0.0 0.0
H -2.415139 -2.001311 7.371335 0.0 0.0 0.0
H -1.665806 0.257620 8.042062 0.0 0.0 0.0
H -0.222801 1.579236 6.564450 0.0 0.0 0.0
N 1.901396 -1.857845 -2.410987 -0.4 -0.4 0.3
P 1.562211 -1.379022 -0.815034 0.2 0.5 0.4
C 1.822610 -2.903194 0.101899 -0.5 -0.3 -0.1
C 3.066648 -3.540387 0.088915 0.0 0.0 0.0
C 3.228315 -4.745374 0.750757 0.0 0.0 0.0
C 2.161131 -5.316739 1.434198 0.0 0.0 0.0
C 0.921572 -4.695311 1.445869 0.0 0.0 0.0
C 0.751864 -3.495483 0.770994 0.1 0.1 0.1
C 3.021023 -0.388758 -0.352887 0.1 0.0 0.2
C 3.520886 -0.515486 0.947458 -0.1 0.0 0.0
C 4.633291 0.204981 1.351929 0.0 0.1 0.1
C 5.263041 1.072530 0.472250 0.0 0.0 0.1
C 4.773018 1.211928 -0.817685 0.0 0.0 0.0
C 3.661361 0.493547 -1.226623 0.0 -0.1 -0.1
C 1.671177 -0.957770 -3.390378 -0.2 -0.1 -0.4
C 2.062978 -1.231435 -4.710513 0.1 0.0 0.0
C 2.019534 -0.230586 -5.640004 0.0 -0.1 0.0
C 1.605140 1.043409 -5.235543 0.0 0.1 0.1
C 1.147040 1.201301 -3.962381 0.3 0.2 0.2
N 1.088227 0.202617 -3.031213 -0.2 0.3 -0.1
H 2.233727 -2.782035 -2.642699 0.1 0.1 0.0
H 3.906680 -3.087111 -0.422953 0.0 0.0 0.0
H 4.190859 -5.238706 0.742761 0.0 0.0 0.0
H 2.300873 -6.252394 1.959072 0.0 0.0 0.0
H 0.092689 -5.145032 1.975690 0.0 0.0 0.0
H -0.215136 -3.007083 0.768156 0.2 -0.1 0.3
H 3.053369 -1.189489 1.655297 0.0 0.0 0.0
H 5.011211 0.084591 2.359731 0.0 0.0 0.0
H 6.127487 1.637118 0.794631 0.0 0.0 0.0
H 5.259632 1.880317 -1.515313 0.0 0.0 0.0
H 3.326843 0.619667 -2.244946 0.0 0.0 0.0
H 2.440699 -2.216846 -4.947416 0.0 0.0 0.0
H 2.338608 -0.414808 -6.657269 0.0 0.0 0.0
H 1.640623 1.892529 -5.901997 0.0 0.0 0.0
H 0.849512 2.173224 -3.610765 -0.1 0.0 -0.1
F -1.196432 3.503354 1.040984 0.1 0.2 -0.2
C -1.245434 4.297375 -0.035307 0.0 -0.3 0.2
F -0.129405 4.969691 -0.168622 0.1 0.0 0.0
F -2.273922 5.098961 0.046901 -0.1 -0.1 0.0
S -1.451779 3.248443 -1.576755 -0.3 0.4 0.1
O -0.197339 2.502076 -1.823215 0.5 0.0 -0.1
O -1.828727 4.179374 -2.569837 -0.2 0.0 0.0
N -2.339479 1.939501 -1.249285 -0.3 0.4 0.4
S -3.980518 2.050892 -1.607871 -0.3 0.0 0.0
O -4.318982 3.429075 -1.586810 0.0 0.1 -0.1
O -4.241015 1.180883 -2.699602 0.0 -0.1 0.0
C -4.896766 1.338940 -0.164593 0.1 -0.1 0.0
F -6.171296 1.513976 -0.430348 0.0 0.0 0.0
F -4.573010 1.992189 0.941586 0.1 -0.1 0.0
F -4.646156 0.037303 -0.024249 0.0 0.2 0.0
```
Positions in Å, forces in eV/Å.

***

Record 2
DFT (ωB97M-V/def2-TZVPD) results for C42H32Br5N4O4SSiTi as an isolated structure at a distorted geometry.

Gap between HOMO and LUMO (spin up / spin down), eV: 4.758 / 7.083
Spin multiplicity: 3
Net charge: -1
E_LUMO (spin up / spin down), eV: 1.964 / 1.954
ΔE to the lowest compared entry with this formula, charge and spin, kJ/mol: 48.3

XYZ file:
```
90
Properties=species:S:1:pos:R:3:forces:R:3
Ti 13.818809 14.355496 10.179814 -0.3 0.1 -0.5
C 16.694754 12.928289 8.847033 -2.1 -1.3 -0.4
O 16.043196 14.053159 9.441895 -1.1 -0.9 -0.5
C 16.816844 15.150532 9.696171 0.1 -0.2 0.7
C 18.112426 15.050145 10.169314 1.5 0.3 -0.2
C 18.802179 16.223692 10.637313 -0.9 -1.4 -1.0
Br 20.685591 16.065818 10.899551 -0.4 0.2 0.3
C 18.113877 17.377361 10.673758 1.2 2.5 0.3
C 16.797954 17.502169 10.187124 -1.4 0.4 -0.2
C 16.129462 16.312243 9.747012 -0.2 0.9 0.5
O 14.714056 16.228086 9.779340 0.5 -0.1 -0.4
C 16.115718 18.747860 10.045043 1.0 1.4 0.9
N 16.468602 19.960556 10.554878 -1.5 -0.7 -1.1
C 15.429820 20.820999 10.097660 0.7 -2.6 0.1
C 15.239363 22.150482 10.263577 -1.7 0.4 -0.4
C 14.088766 22.735832 9.748873 0.2 1.7 0.6
C 13.136247 22.071929 9.012602 -0.4 -0.6 -0.8
C 13.308923 20.712123 8.843281 0.7 -1.5 -1.0
C 14.457942 20.098724 9.363905 -0.5 1.0 -0.2
N 14.913310 18.794009 9.326756 0.0 -0.5 0.1
H 17.257699 13.216734 7.991838 1.1 0.5 -0.3
H 15.959855 12.177160 8.374636 0.4 1.4 1.2
H 17.204482 12.432209 9.647631 0.8 -0.5 0.0
H 18.663535 14.143251 10.114703 0.2 -0.6 -0.1
H 18.575426 18.350960 10.942423 -0.1 -0.8 -0.1
H 14.317344 17.105283 9.983873 0.2 -0.3 0.1
H 15.873038 22.754681 10.810368 1.4 1.0 1.1
H 13.971604 23.792799 10.001006 -0.1 -0.2 -0.4
H 12.310989 22.504176 8.420200 0.5 0.2 0.9
H 12.650545 20.169974 8.145880 0.2 0.1 0.6
H 14.809268 18.166524 8.542079 -0.2 0.3 -0.2
Br 11.029110 8.092303 9.236091 -0.1 -0.2 0.3
C 11.541777 9.891304 8.997873 -0.1 -0.7 -0.9
C 11.347805 10.452831 7.741421 0.1 1.1 0.0
Br 10.419798 9.533432 6.360981 0.2 0.3 0.2
C 11.821398 11.770607 7.545820 0.1 0.1 -1.2
Br 11.582057 12.831159 5.897242 0.1 -1.1 1.1
C 12.586037 12.410549 8.512982 -0.3 1.4 -0.3
O 13.094653 13.628216 8.383631 0.3 -0.4 0.7
C 12.701717 11.847378 9.800749 0.0 -1.0 -1.0
O 13.302438 12.572191 10.702557 0.3 0.4 0.5
C 12.227521 10.562857 9.997718 -0.3 0.8 0.1
Br 12.285688 9.974066 11.748002 0.2 -0.6 0.9
C 9.318598 15.719119 6.715217 -1.5 0.6 -1.5
C 8.697832 15.454464 7.899588 -0.1 -0.1 0.8
C 9.378581 15.765209 9.101989 -2.4 -1.6 0.1
C 10.665650 16.169241 9.109487 2.0 0.3 0.4
C 11.275352 16.425023 7.874395 0.0 -0.2 0.5
C 10.556183 16.287046 6.707714 1.8 0.2 -0.2
Si 11.810731 16.030583 10.658131 0.2 1.1 -0.4
C 10.871428 15.351629 12.105432 -1.0 -0.8 1.5
C 10.492144 16.081152 13.248114 0.6 0.1 -1.2
C 9.628252 15.514971 14.155668 0.5 1.8 1.3
C 9.289057 14.216957 14.105145 -1.4 -1.9 0.9
C 9.718577 13.393664 13.076868 -0.2 -0.2 0.2
C 10.476481 13.987226 12.099358 -0.1 1.3 -0.7
C 12.097117 17.875102 11.288213 -1.7 -1.3 -1.4
C 13.115498 18.144996 12.156854 1.1 -1.2 0.3
C 13.206480 19.352689 12.764656 -0.6 2.6 0.8
C 12.238199 20.370726 12.584432 -0.2 -0.6 -0.1
C 11.176347 20.097680 11.719791 0.3 0.0 -0.3
C 11.115784 18.852900 11.082712 -0.6 0.4 0.0
H 8.769115 15.630499 5.753600 0.5 -0.3 0.8
H 7.735844 14.952693 7.823020 0.0 0.3 0.6
H 8.920116 15.499318 10.060864 -0.1 0.2 -0.3
H 12.347703 16.599894 7.876556 -0.1 0.3 -0.3
H 11.054083 16.489583 5.775540 0.1 0.1 -0.3
H 10.888337 17.079845 13.386309 -0.3 0.1 0.0
H 9.255576 16.081455 15.010493 0.2 0.1 -0.2
H 8.631828 13.875843 14.922201 0.3 -0.3 -0.6
H 9.425469 12.342508 13.024206 0.1 0.3 0.0
H 10.662268 13.492488 11.180943 0.4 -1.0 -0.6
H 13.805993 17.328260 12.433329 -0.1 0.6 -0.3
H 14.011290 19.598863 13.422474 0.5 -0.2 0.4
H 12.248923 21.307671 13.169440 0.3 -0.6 -0.5
H 10.406988 20.835603 11.455992 0.3 -0.2 0.5
H 10.181624 18.675897 10.514673 0.9 -0.2 0.0
C 16.060369 11.922293 13.338260 -0.7 1.7 0.4
N 16.584093 13.294071 13.214522 0.3 -0.3 0.5
C 17.907770 13.527447 13.534487 -0.1 -1.0 -0.6
C 18.144235 14.795081 13.286521 0.5 2.5 0.1
N 16.959329 15.385796 12.914725 -0.2 -1.3 0.8
C 15.963755 14.481736 12.912257 1.1 -1.5 0.1
S 14.313807 14.661011 12.723601 -0.8 0.3 -0.3
H 15.548063 11.830688 14.294059 -0.3 -0.1 -0.1
H 16.901663 11.268915 13.359290 0.5 -0.5 -0.3
H 15.395889 11.766715 12.511357 -0.4 -0.5 -0.3
H 18.600599 12.746860 13.747137 0.1 -0.3 0.2
H 19.003568 15.430588 13.373248 0.3 -0.3 0.0
H 16.867069 16.334801 12.669799 -0.3 1.2 -0.4
```
Positions in Å, forces in eV/Å.

***

The E results, record by record, are as follows: -4988.14697; -16547.01196 Ha.